Record 1
Here is C21H15NO6PPt as an isolated structure from the OMol25 dataset. Energies are from ωB97M-V with the def2-TZVPD basis set.

CARTESIAN COORDINATES (ANGSTROEM)
Pt -0.26 -1.05 0.10
O 1.77 -4.11 1.72
C 1.34 -3.10 1.19
O 0.27 -2.99 0.50
C 2.18 -1.83 1.25
C 3.41 -1.85 1.87
C 4.19 -0.71 1.85
C 3.73 0.39 1.15
C 2.49 0.35 0.52
N 1.71 -0.73 0.62
C 2.12 1.57 -0.37
O 2.78 2.59 -0.15
O 1.23 1.38 -1.23
H 3.70 -2.77 2.36
H 5.16 -0.68 2.33
H 4.29 1.31 1.04
O -4.31 -1.09 -0.36
C -3.15 -0.80 -0.12
O -2.15 -1.62 -0.31
C -2.79 0.59 0.40
P -1.10 0.98 -0.21
C -0.53 2.34 0.85
C -0.54 2.12 2.22
C -0.08 3.10 3.09
C 0.39 4.31 2.59
C 0.41 4.52 1.22
C -0.04 3.54 0.35
C -1.51 1.64 -1.85
C -2.23 2.83 -1.95
C -2.64 3.30 -3.18
C -2.35 2.57 -4.33
C -1.65 1.38 -4.24
C -1.23 0.92 -3.00
H -2.76 0.54 1.49
H -3.56 1.31 0.10
H -0.88 1.17 2.61
H -0.08 2.91 4.16
H 0.75 5.07 3.26
H 0.83 5.44 0.82
H 0.05 3.68 -0.72
H -2.47 3.39 -1.05
H -3.20 4.23 -3.25
H -2.68 2.94 -5.30
H -1.42 0.81 -5.13
H -0.67 -0.01 -2.92

Values from the calculation:
- Highest occupied orbital energy: -6.008 eV
- ΔE to the lowest compared entry with this formula, charge and spin: 0.00 kcal per mole
- Charge: -1
- Lowest unoccupied orbital energy: 2.7245 eV


Record 2
Here is H12O10SV as an isolated structure in a non-equilibrium geometry from the OMol25 dataset. Energies are from ωB97M-V with the def2-TZVPD basis set.

CARTESIAN COORDINATES (ANGSTROEM)
V -0.35 -0.05 -0.21
S 1.97 0.68 -0.98
O 0.92 1.36 -0.10
O 1.78 1.35 -2.28
O 3.28 0.85 -0.38
O 1.43 -0.73 -0.83
O -2.28 -0.76 0.19
H -2.43 -1.62 0.52
H -3.13 -0.30 -0.14
O -0.98 1.38 1.26
H -1.70 1.12 1.88
H -0.32 1.78 1.89
O -0.10 -1.64 1.30
H 0.37 -2.30 0.90
H 0.51 -1.32 1.99
O -0.68 -1.59 -1.72
H -1.44 -1.25 -2.19
H 0.03 -1.60 -2.35
O 1.59 -0.04 2.50
H 2.22 0.20 3.21
H 2.07 0.33 1.70
O -0.92 1.03 -1.89
H -1.68 1.70 -1.92
H -0.17 1.43 -2.34

Values from the calculation:
- <S²>: 2.01
- Highest occupied orbital energy (spin up / spin down): -13.192 / -13.456 eV
- Charge: +1
- Spin multiplicity: 3
- Lowest unoccupied orbital energy (spin up / spin down): -4.0657 / -4.0308 eV


Short version: total energy = -48336.4089 -57189.2074 eV, in the order given.